(1)
Density functional theory data (ωB97M-V/def2-TZVPD) for a structure of composition C47H60BN13O5SSe2Ti at a distorted geometry.

XYZ file:
```
130
Properties=species:S:1:pos:R:3:forces:R:3
Ti 1.5300 -1.1893 0.3949 1.8 -0.3 -0.4
C -1.0266 -3.5872 -1.6371 0.1 0.1 0.1
C -0.7715 -3.0133 -0.2642 -0.2 -0.2 -0.3
C -1.0793 -3.6573 0.8555 0.0 0.1 0.1
C -0.8587 -1.4853 2.1662 -0.3 -0.2 -0.4
N 0.1716 -0.5300 1.7569 -0.2 0.6 0.5
N -0.2211 -1.6999 -0.1921 -0.3 0.2 0.5
B 0.5113 0.6715 2.7217 0.0 0.2 -0.1
N 2.0262 0.4750 2.9281 -0.1 0.0 0.0
C 2.8090 0.9575 3.8969 0.1 0.0 0.0
C 4.0824 0.4640 3.7008 0.0 0.1 0.0
C 3.9985 -0.3324 2.5503 0.0 0.0 0.0
C 5.0867 -1.1416 1.9394 0.0 0.1 0.0
N 2.7485 -0.3104 2.0824 -0.4 0.1 0.1
N 0.2529 2.0833 2.1666 -0.1 0.0 0.1
C -0.9128 2.7552 2.0460 -0.1 -0.2 -0.2
C -0.6337 4.0145 1.5725 0.0 0.1 -0.1
C 0.7657 4.0414 1.4385 0.0 -0.1 0.1
C 1.6415 5.1475 0.9400 0.0 -0.1 0.0
N 1.2870 2.8833 1.8106 0.2 0.0 0.0
N -0.2051 0.4595 4.0568 0.2 -0.1 0.2
C 0.1349 -0.4471 5.0061 0.0 0.0 0.0
C -0.9506 -0.6253 5.8256 -0.1 0.0 0.0
C -1.9490 0.2139 5.2824 0.1 -0.2 0.0
C -3.3635 0.3656 5.7385 0.1 0.0 0.0
N -1.4929 0.8493 4.2162 -0.1 0.1 0.0
H -2.0999 -3.7466 -1.7625 0.0 0.0 -0.1
H -0.5262 -4.5435 -1.7839 0.0 0.0 0.0
H -0.6998 -2.8900 -2.4074 0.1 0.0 0.0
H -1.4804 -4.6635 0.8137 0.0 0.0 -0.1
H -1.5188 -0.9868 2.8587 0.1 0.1 0.1
H 2.4118 1.6064 4.6607 0.0 0.0 0.0
H 4.9566 0.6418 4.3054 0.0 0.0 0.0
H 6.0303 -0.9464 2.4482 0.0 0.0 0.0
H 5.1900 -0.9189 0.8767 0.0 0.0 0.0
H 4.8444 -2.2017 2.0370 0.0 0.0 -0.1
H -1.8421 2.2904 2.3279 0.0 0.0 0.0
H -1.3217 4.8170 1.3581 0.0 -0.1 0.0
H 1.0448 6.0273 0.7039 0.0 0.0 0.0
H 2.1686 4.8360 0.0343 0.0 0.0 0.0
H 2.3863 5.4240 1.6884 0.0 0.0 0.0
H 1.1135 -0.9016 5.0261 0.0 0.0 0.0
H -1.0286 -1.2575 6.6954 0.0 0.0 0.0
H -3.4090 0.5230 6.8165 0.0 0.0 0.0
H -3.9293 -0.5405 5.5116 0.0 0.0 0.0
H -3.8354 1.2041 5.2291 0.0 0.0 0.0
O 5.5392 -5.6905 -0.4776 0.0 0.0 0.0
C 4.3514 -5.7184 -1.2598 0.0 0.0 0.0
C 3.4656 -4.5213 -0.8785 0.2 0.0 0.1
C 2.3076 -4.4542 -1.8744 0.1 -0.1 0.0
O 1.6078 -5.6889 -2.0163 -0.1 0.0 0.1
C 2.9599 -4.7927 0.5358 -0.2 0.2 0.0
Se 2.1768 -3.3083 1.5873 0.2 0.1 -0.2
C 4.3353 -3.2619 -0.9639 -0.3 0.2 0.0
Se 3.4098 -1.5341 -1.2248 0.1 -0.3 -0.2
H 6.1274 -6.3884 -0.7755 0.0 0.0 0.0
H 3.8001 -6.6479 -1.0744 0.0 0.0 0.0
H 4.5956 -5.6569 -2.3301 0.0 0.0 0.0
H 2.6764 -4.1010 -2.8445 0.0 0.0 0.0
H 1.5827 -3.7345 -1.5109 -0.1 0.1 0.0
H 2.1538 -6.3098 -2.5057 0.0 0.0 0.0
H 3.7904 -5.1285 1.1510 0.0 -0.1 0.0
H 2.2004 -5.5728 0.5003 0.0 0.0 0.0
H 4.9969 -3.3365 -1.8271 0.0 0.0 0.0
H 4.9454 -3.1676 -0.0697 0.1 -0.1 0.0
C -4.8131 3.6571 0.5882 0.0 0.0 0.0
O -4.2789 2.8999 -0.4807 0.2 -0.1 0.0
C -5.1179 2.4716 -1.4612 0.1 0.1 0.0
C -6.4626 2.8148 -1.5079 -0.1 0.0 0.0
C -7.2589 2.4440 -2.5818 0.0 0.0 0.0
C -6.7044 1.7208 -3.6225 -0.1 0.0 0.0
C -5.3719 1.3485 -3.5623 0.0 -0.1 0.1
C -4.5557 1.6870 -2.4841 -0.1 -0.2 0.0
N -3.2110 1.2840 -2.5716 0.2 0.4 -0.1
C -2.2055 0.9172 -1.6836 0.0 -0.4 -0.2
N -2.6195 0.6730 -0.3937 0.1 0.2 0.2
C -2.2768 -0.3512 0.5114 0.1 0.0 -0.1
C -0.9053 -0.8959 0.8044 -1.2 -0.3 0.0
C -1.1121 -2.9837 2.2141 0.2 0.0 -0.2
C -2.5910 -2.9682 2.5508 0.1 0.0 0.0
C -3.4600 -2.0644 2.0827 -0.1 -0.1 0.2
C -3.3379 -0.9349 1.1479 0.1 0.2 -0.3
O -4.5645 -0.3516 0.8390 0.0 -0.1 0.2
C -5.6135 -1.2114 0.4053 0.0 0.0 -0.1
N -1.0025 0.7200 -2.0613 0.1 0.2 0.3
C -0.5436 1.0216 -3.3490 -0.1 -0.2 -0.1
C 0.1411 0.0071 -4.0299 0.0 0.0 0.0
C 0.6226 0.1806 -5.3131 0.1 0.0 -0.1
C 0.4395 1.3974 -5.9609 0.0 0.0 0.0
C -0.1644 2.4401 -5.2816 0.0 0.0 -0.1
C -0.6294 2.2785 -3.9794 0.0 0.1 0.2
O -1.1817 3.3874 -3.3961 -0.1 -0.1 0.0
C -0.7954 3.6962 -2.0551 0.0 0.0 0.1
H -3.9722 3.8765 1.2407 0.0 0.0 0.0
H -5.5642 3.0890 1.1425 0.0 0.0 0.0
H -5.2523 4.5931 0.2343 0.0 0.0 0.0
H -6.8918 3.4059 -0.7109 0.0 0.0 0.0
H -8.2992 2.7402 -2.6036 0.0 0.0 0.0
H -7.3038 1.4408 -4.4789 0.0 0.0 0.0
H -4.9395 0.7669 -4.3688 0.0 0.0 0.0
H -2.8966 1.2132 -3.5256 0.1 0.1 -0.1
H -3.5780 0.9325 -0.2498 -0.2 0.1 0.1
H -0.5326 -3.5254 2.9595 0.0 0.0 0.0
H -2.9671 -3.7682 3.1782 0.0 0.1 0.0
H -4.4816 -2.1984 2.4175 0.0 0.0 0.0
H -6.3201 -0.5858 -0.1381 0.0 0.0 0.0
H -6.1330 -1.6777 1.2445 0.0 0.0 0.0
H -5.2359 -1.9902 -0.2615 0.0 0.0 0.0
H 0.2779 -0.9304 -3.5080 0.0 0.0 0.1
H 1.1474 -0.6294 -5.8051 -0.1 0.0 0.0
H 0.7835 1.5385 -6.9774 0.0 0.0 0.0
H -0.2800 3.4141 -5.7411 0.0 0.0 0.0
H -0.5233 4.7522 -2.0347 0.0 0.0 0.0
H 0.0552 3.0987 -1.7300 0.0 0.0 0.0
H -1.6291 3.5282 -1.3703 0.0 0.0 0.0
C 3.9439 1.4693 -3.0393 0.0 0.0 0.0
N 4.1015 1.8954 -1.6666 0.0 -0.1 0.1
C 5.4047 2.3121 -1.1590 0.0 0.0 0.0
C 5.1434 2.5185 0.3441 0.0 0.0 0.1
N 3.8052 1.9696 0.5112 -0.3 0.1 -0.1
C 3.2587 1.6455 -0.6590 0.2 0.1 0.0
S 1.6577 1.0939 -0.8459 -0.4 -0.4 -0.1
H 4.6059 0.6278 -3.2548 0.0 0.0 0.0
H 4.1752 2.2987 -3.7099 0.0 0.0 0.0
H 2.9161 1.1510 -3.1985 0.0 0.0 0.0
H 5.7334 3.2228 -1.6618 0.0 0.0 0.0
H 6.1412 1.5265 -1.3497 0.0 0.0 0.0
H 5.1758 3.5730 0.6250 0.0 0.0 0.0
H 5.8574 1.9743 0.9621 0.0 0.0 0.0
H 3.1315 2.2306 1.2424 0.2 0.0 0.1
```
Forces are in eV/Å.

Calculated values
**Gap between HOMO and LUMO**: 0.2626 Ha
**Max |F|**: 1.87 eV Å⁻¹
**LUMO level**: -0.03 eV
**HOMO energy**: -7.2 eV
**Total energy**: -8990.463043 Ha

These are the Mulliken partial charges, in e, on atoms 1 to 99: atom 1 (Ti): -1.06, atom 2 (C): -1.73, atom 3 (C): 1.01, atom 4 (C): -1.70, atom 5 (C): -2.38, atom 6 (N): 0.72, atom 7 (N): 1.70, atom 8 (B): 1.44, atom 9 (N): 0.42, atom 10 (C): -0.26, atom 11 (C): -2.03, atom 12 (C): 0.42, atom 13 (C): -1.34, atom 14 (N): 0.64, atom 15 (N): 1.00, atom 16 (C): -0.17, atom 17 (C): -1.26, atom 18 (C): 0.32, atom 19 (C): -1.48, atom 20 (N): -0.74, atom 21 (N): 0.51, atom 22 (C): 0.01, atom 23 (C): -1.66, atom 24 (C): 0.92, atom 25 (C): -1.46, atom 26 (N): -1.10, atom 27 (H): 0.48, atom 28 (H): 0.45, atom 29 (H): -0.09, atom 30 (H): 0.41, atom 31 (H): 0.60, atom 32 (H): 0.63, atom 33 (H): 0.51, atom 34 (H): 0.42, atom 35 (H): 0.17, atom 36 (H): 0.15, atom 37 (H): 0.50, atom 38 (H): 0.42, atom 39 (H): 0.41, atom 40 (H): 0.15, atom 41 (H): 0.36, atom 42 (H): 0.51, atom 43 (H): 0.43, atom 44 (H): 0.39, atom 45 (H): 0.24, atom 46 (H): 0.36, atom 47 (O): -0.53, atom 48 (C): -1.66, atom 49 (C): 2.60, atom 50 (C): -0.55, atom 51 (O): -0.59, atom 52 (C): -1.71, atom 53 (Se): -0.27, atom 54 (C): -1.63, atom 55 (Se): -0.09, atom 56 (H): 0.34, atom 57 (H): 0.41, atom 58 (H): 0.49, atom 59 (H): 0.53, atom 60 (H): -0.57, atom 61 (H): 0.39, atom 62 (H): 0.61, atom 63 (H): 0.48, atom 64 (H): 0.56, atom 65 (H): 0.38, atom 66 (C): -1.03, atom 67 (O): -0.04, atom 68 (C): 1.17, atom 69 (C): -0.99, atom 70 (C): -0.76, atom 71 (C): -0.81, atom 72 (C): -0.84, atom 73 (C): 0.41, atom 74 (N): 0.42, atom 75 (C): -0.23, atom 76 (N): 1.31, atom 77 (C): -1.30, atom 78 (C): 1.17, atom 79 (C): 0.72, atom 80 (C): -1.65, atom 81 (C): -0.51, atom 82 (C): 0.73, atom 83 (O): -0.31, atom 84 (C): -1.01, atom 85 (N): 0.39, atom 86 (C): -0.18, atom 87 (C): -0.78, atom 88 (C): -0.76, atom 89 (C): -0.67, atom 90 (C): -0.48, atom 91 (C): 0.61, atom 92 (O): -0.55, atom 93 (C): 0.01, atom 94 (H): 0.09, atom 95 (H): 0.41, atom 96 (H): 0.37, atom 97 (H): 0.44, atom 98 (H): 0.42, atom 99 (H): 0.39

(2)
Density functional theory data (ωB97M-V/def2-TZVPD) for a structure of composition C47H61NO4S4W at a distorted geometry.

XYZ file:
```
118
Properties=species:S:1:pos:R:3:forces:R:3
W -2.3996 -0.4890 -1.4534 -2.7 0.3 -3.5
C -4.3644 1.6473 0.7218 -0.6 -0.2 -0.2
O -3.1230 1.0647 0.2681 0.9 -0.1 0.3
C -2.0345 1.2978 1.1356 0.4 0.3 0.6
C -1.3399 2.5009 0.9900 -0.4 -0.2 0.1
C -1.7652 3.4860 -0.0700 0.0 -0.2 -0.2
C -0.9238 3.3622 -1.3206 -0.3 -0.4 0.2
C -0.5120 4.5159 -1.9715 0.1 -0.1 -0.1
C 0.3065 4.5014 -3.0952 0.1 -0.1 0.1
C 0.7859 3.2591 -3.4812 -0.1 0.1 0.1
C 0.3619 2.0843 -2.8807 -0.2 -0.6 0.2
C 0.8331 0.7711 -3.4518 -0.2 0.1 0.1
C 1.3699 -0.2161 -2.4448 -0.4 -0.4 -0.1
C 2.6132 -0.0502 -1.8446 -0.1 -0.1 0.1
C 3.1369 -1.0037 -0.9796 0.0 0.0 0.0
C 2.3470 -2.1090 -0.6690 -0.2 0.1 -0.1
C 1.1039 -2.3203 -1.2461 -0.1 0.1 -0.4
C 0.3075 -3.5640 -0.9219 -0.1 0.1 0.0
C -0.4640 -3.4735 0.3819 -0.2 0.6 -0.4
C -0.5303 -4.5562 1.2491 -0.1 0.0 0.2
C -1.2542 -4.5076 2.4335 0.1 0.0 0.0
C -1.8151 -3.2843 2.7884 0.2 -0.1 -0.2
C -1.7765 -2.1852 1.9535 -0.1 0.4 -0.4
C -2.4593 -0.9007 2.3568 -0.1 0.0 -0.1
C -1.6641 0.3544 2.0929 -0.4 0.3 -0.2
C -0.5692 0.6438 2.9033 0.0 0.1 -0.2
C 0.1295 1.8373 2.8072 -0.1 -0.1 0.0
C -0.2690 2.7512 1.8320 -0.2 -0.1 -0.1
C 1.2442 2.2104 3.7727 0.1 0.1 0.1
C 0.8152 3.4847 4.5149 0.1 -0.1 0.0
C 2.5333 2.4695 2.9864 -0.1 0.0 0.1
C 1.5298 1.1246 4.8135 -0.1 0.2 -0.2
C -1.1760 -2.3042 0.6893 0.2 -1.4 0.9
O -1.3108 -1.3251 -0.2094 0.9 -0.4 1.2
C -1.4966 -5.7164 3.3252 0.0 -0.2 0.1
C -0.9228 -5.4607 4.7262 -0.1 0.0 -0.2
C -3.0152 -5.9444 3.4097 0.2 0.0 0.0
C -0.8648 -6.9982 2.7753 -0.1 0.3 0.1
C 0.6441 -1.3703 -2.1597 0.6 0.0 0.0
O -0.5953 -1.5609 -2.7987 0.7 0.5 0.4
C -0.4922 -2.0169 -4.1582 -0.3 -0.1 0.0
C 4.5593 -0.9349 -0.4346 0.2 0.0 0.1
C 5.3274 -2.1526 -0.9747 -0.1 0.2 0.1
C 5.3138 0.3213 -0.8792 -0.2 -0.2 0.1
C 4.5434 -0.9579 1.0987 0.0 0.0 -0.2
C -0.5865 2.0976 -1.8436 0.3 0.9 -0.6
O -1.1141 0.9490 -1.3727 0.2 -0.3 0.3
C 0.6247 5.7850 -3.8494 0.0 0.2 -0.1
C 1.5828 5.5530 -5.0215 -0.1 0.0 0.2
C -0.6807 6.3388 -4.4384 0.1 0.0 0.1
C 1.2433 6.8234 -2.9038 -0.1 -0.1 -0.1
H -4.1861 2.2483 1.6138 0.2 -0.1 -0.1
H -5.0793 0.8512 0.9478 0.1 0.1 0.0
H -4.7762 2.2728 -0.0740 0.1 -0.1 0.0
H -1.6700 4.5024 0.3164 0.0 0.0 0.0
H -2.8118 3.3290 -0.3410 0.1 0.1 0.1
H -0.8673 5.4628 -1.5910 0.0 0.1 0.1
H 1.4823 3.1723 -4.3004 0.1 0.0 -0.1
H 1.6082 0.9731 -4.1951 -0.1 0.0 0.0
H -0.0401 0.3558 -3.9613 0.3 -0.1 -0.1
H 3.1758 0.8398 -2.0767 0.1 0.1 -0.1
H 2.7040 -2.8519 0.0278 0.1 -0.1 0.1
H 0.9913 -4.4137 -0.8587 -0.1 0.0 0.0
H -0.3917 -3.7604 -1.7413 0.1 0.0 0.0
H -0.0124 -5.4624 0.9753 0.1 -0.1 -0.1
H -2.3254 -3.1858 3.7345 -0.1 0.1 0.1
H -2.6657 -0.9508 3.4292 0.0 0.0 -0.1
H -3.4235 -0.8447 1.8422 0.2 0.0 0.2
H -0.2912 -0.0974 3.6350 0.0 -0.1 0.2
H 0.2508 3.6913 1.7254 0.1 0.1 0.0
H 0.6783 4.3143 3.8278 0.0 0.1 -0.1
H 1.5672 3.7691 5.2468 0.1 0.1 0.1
H -0.1260 3.3181 5.0338 -0.1 0.0 0.1
H 2.4170 3.2973 2.2934 0.0 0.1 -0.1
H 2.8040 1.5848 2.4149 0.1 -0.1 -0.1
H 3.3443 2.7027 3.6718 0.2 0.1 0.1
H 0.6495 0.9140 5.4152 -0.1 -0.1 0.1
H 2.3174 1.4693 5.4803 0.1 0.0 0.1
H 1.8695 0.2051 4.3437 0.0 -0.2 0.0
H -1.3981 -4.6061 5.2001 0.0 0.1 0.1
H 0.1477 -5.2708 4.6647 0.1 0.0 0.0
H -1.0838 -6.3311 5.3598 0.0 -0.1 0.1
H -3.5216 -5.1007 3.8697 -0.1 0.1 0.1
H -3.2320 -6.8356 3.9963 0.0 -0.1 0.1
H -3.4281 -6.0784 2.4116 -0.1 0.0 -0.1
H 0.2186 -6.9171 2.7257 0.1 0.0 -0.1
H -1.2545 -7.2302 1.7869 0.0 -0.1 -0.1
H -1.1062 -7.8313 3.4330 0.0 -0.1 0.1
H -0.3770 -3.1065 -4.1828 0.0 0.1 0.1
H 0.3642 -1.5724 -4.6679 -0.1 0.0 0.1
H -1.4175 -1.7193 -4.6587 0.1 -0.1 0.0
H 5.3413 -2.1265 -2.0626 0.0 0.0 -0.1
H 4.8683 -3.0863 -0.6627 0.0 -0.1 0.0
H 6.3549 -2.1406 -0.6161 0.1 0.0 0.0
H 5.3848 0.3741 -1.9627 0.0 0.1 -0.1
H 6.3259 0.2902 -0.4797 0.1 0.0 0.0
H 4.8358 1.2243 -0.5078 -0.1 0.2 0.0
H 4.0604 -1.8496 1.4867 -0.1 -0.1 0.1
H 4.0114 -0.0885 1.4782 -0.1 0.1 0.1
H 5.5609 -0.9303 1.4822 0.1 0.0 0.1
H 1.1381 4.8736 -5.7435 0.0 -0.1 -0.1
H 2.5390 5.1539 -4.6928 0.1 -0.1 0.0
H 1.7703 6.4978 -5.5266 0.0 0.1 0.0
H -1.1375 5.6016 -5.0928 -0.1 -0.1 -0.1
H -0.4755 7.2331 -5.0218 0.0 0.2 -0.1
H -1.3984 6.5932 -3.6652 -0.1 0.0 0.2
H 2.1530 6.4374 -2.4487 0.1 0.0 0.1
H 0.5516 7.0975 -2.1120 -0.1 0.0 0.1
H 1.4922 7.7282 -3.4543 0.0 0.1 -0.1
S -7.1247 -2.2246 -0.0494 -0.1 0.2 0.4
C -5.8638 -2.0346 -1.0668 0.5 -0.1 -0.7
S -5.7276 -2.4736 -2.6715 -0.6 0.0 -0.5
S -4.3871 -1.2895 -0.2677 0.2 0.3 0.0
S -3.2830 0.2162 -3.3545 0.6 -1.0 1.7
N -2.8052 -2.7396 -2.1437 -0.9 0.6 0.1
H -3.8667 -2.6674 -2.4130 0.8 -0.2 0.2
H -2.7640 -3.4305 -1.3858 0.1 0.4 -0.1
H -2.3964 -3.1785 -2.9713 0.2 0.4 0.2
```
Forces are in eV/Å.

Calculated values
**Gap between HOMO and LUMO**: 0.2212 Ha
**Max |F|**: 4.48 eV Å⁻¹
**LUMO level**: -1.07 eV
**HOMO energy**: -7.1 eV
**Total energy**: -3843.169780 Ha

These are the Mulliken partial charges, in e, on atoms 1 to 99: atom 1 (W): 2.18, atom 2 (C): -1.05, atom 3 (O): -0.74, atom 4 (C): 0.92, atom 5 (C): -0.15, atom 6 (C): -1.25, atom 7 (C): 0.35, atom 8 (C): -0.78, atom 9 (C): -0.15, atom 10 (C): -0.19, atom 11 (C): 0.03, atom 12 (C): -0.70, atom 13 (C): -0.30, atom 14 (C): -0.26, atom 15 (C): -0.02, atom 16 (C): -0.54, atom 17 (C): -0.54, atom 18 (C): -0.95, atom 19 (C): 0.05, atom 20 (C): -0.40, atom 21 (C): 0.13, atom 22 (C): -0.50, atom 23 (C): -0.25, atom 24 (C): -1.23, atom 25 (C): -0.57, atom 26 (C): -0.17, atom 27 (C): -0.12, atom 28 (C): -0.62, atom 29 (C): 2.27, atom 30 (C): -1.81, atom 31 (C): -1.54, atom 32 (C): -2.17, atom 33 (C): -0.14, atom 34 (O): -0.34, atom 35 (C): 1.84, atom 36 (C): -1.74, atom 37 (C): -1.62, atom 38 (C): -2.11, atom 39 (C): 0.48, atom 40 (O): -0.61, atom 41 (C): -1.35, atom 42 (C): 2.10, atom 43 (C): -1.81, atom 44 (C): -2.16, atom 45 (C): -1.13, atom 46 (C): -0.59, atom 47 (O): 0.48, atom 48 (C): 2.10, atom 49 (C): -2.15, atom 50 (C): -1.65, atom 51 (C): -1.72, atom 52 (H): 0.35, atom 53 (H): 0.41, atom 54 (H): 0.23, atom 55 (H): 0.55, atom 56 (H): 0.26, atom 57 (H): 0.47, atom 58 (H): 0.57, atom 59 (H): 0.48, atom 60 (H): 0.17, atom 61 (H): 0.74, atom 62 (H): 0.73, atom 63 (H): 0.54, atom 64 (H): 0.44, atom 65 (H): 0.59, atom 66 (H): 0.52, atom 67 (H): 0.63, atom 68 (H): 0.49, atom 69 (H): 0.71, atom 70 (H): 0.70, atom 71 (H): 0.34, atom 72 (H): 0.48, atom 73 (H): 0.36, atom 74 (H): 0.31, atom 75 (H): -0.01, atom 76 (H): 0.56, atom 77 (H): 0.39, atom 78 (H): 0.47, atom 79 (H): 0.37, atom 80 (H): 0.32, atom 81 (H): 0.36, atom 82 (H): 0.48, atom 83 (H): 0.36, atom 84 (H): 0.45, atom 85 (H): 0.37, atom 86 (H): 0.40, atom 87 (H): 0.42, atom 88 (H): 0.44, atom 89 (H): 0.30, atom 90 (H): 0.50, atom 91 (H): 0.29, atom 92 (H): 0.38, atom 93 (H): 0.34, atom 94 (H): 0.47, atom 95 (H): 0.41, atom 96 (H): 0.47, atom 97 (H): 0.37, atom 98 (H): 0.33, atom 99 (H): -0.15